[1]
{
  "formula": "C21H30N4O5PS3Zn",
  "method": "ωB97M-V/def2-TZVPD",
  "e_homo_ev": [0.3, -1.4],
  "s_squared": 0.774,
  "multiplicity": 2,
  "homo_lumo_gap_ev": [4.09, 5.79],
  "total_charge": -2,
  "e_above_lowest_kcal_mol": 0.00,
  "symbols": ["Zn", "C", "S", "C", "S", "N", "N", "C", "C", "C", "C", "C", "C", "N", "H", "H", "H", "H", "H", "H", "H", "H", "O", "N", "C", "C", "C", "C", "C", "S", "H", "H", "H", "H", "C", "C", "C", "C", "O", "P", "O", "O", "O", "C", "C", "C", "C", "H", "H", "H", "H", "H", "H", "H", "H", "H", "H", "H", "H", "H", "H", "H", "H", "H", "H"],
  "coordinates": [[-0.2272, 0.4268, -1.5026], [-3.1993, -3.5840, -6.3168], [-3.3681, -2.8986, -4.6612], [-1.6565, -2.4920, -4.1888], [-0.3471, -2.9940, -5.1778], [-1.7304, -1.8256, -3.0871], [-0.5840, -1.4229, -2.4250], [0.3449, -2.3087, -2.1482], [1.4735, -1.9124, -1.4028], [2.5380, -2.7890, -1.0787], [3.6076, -2.3381, -0.3605], [3.6358, -0.9765, 0.0626], [2.5739, -0.1735, -0.2869], [1.5228, -0.5880, -0.9973], [-2.9334, -2.8227, -7.0494], [-4.1709, -4.0138, -6.5698], [-2.4259, -4.3484, -6.3187], [0.2488, -3.3345, -2.4844], [2.4801, -3.8170, -1.4188], [4.4213, -3.0101, -0.1104], [4.4568, -0.5765, 0.6422], [2.5391, 0.8702, 0.0024], [0.9651, 2.2999, -1.2067], [0.3507, 3.4045, -1.5367], [0.7742, 4.5537, -0.9627], [0.2135, 5.7685, -1.2489], [-0.8438, 5.8090, -2.1641], [-1.2721, 4.6408, -2.7366], [-0.6812, 3.3901, -2.4455], [-1.1758, 1.9384, -3.1643], [1.5879, 4.4093, -0.2681], [0.5909, 6.6546, -0.7590], [-1.3246, 6.7468, -2.4133], [-2.0919, 4.6270, -3.4405], [-0.4311, 2.9625, 2.1869], [0.2974, 1.8294, 2.9029], [1.7959, 2.0989, 2.9110], [-0.2277, 1.6514, 4.3247], [0.1578, 0.5875, 2.1978], [-1.2406, 0.1378, 1.4851], [-2.3666, 0.3355, 2.4302], [-1.3236, 0.7940, 0.1295], [-0.8881, -1.3864, 1.1678], [-0.5601, -2.4543, 2.0705], [-1.3854, -2.3896, 3.3520], [0.9321, -2.4039, 2.3837], [-0.8907, -3.7139, 1.2818], [-0.1833, 3.9153, 2.6635], [-1.5104, 2.8099, 2.2249], [-0.1287, 2.9822, 1.1414], [2.0174, 2.9909, 3.5038], [2.1552, 2.2504, 1.8922], [2.3280, 1.2468, 3.3381], [-0.0981, 2.5742, 4.8975], [0.3250, 0.8497, 4.8215], [-1.2827, 1.3820, 4.2908], [-1.1433, -1.4972, 3.9287], [-1.1744, -3.2756, 3.9572], [-2.4497, -2.3511, 3.1206], [1.1769, -1.4955, 2.9313], [1.5103, -2.4141, 1.4597], [1.2123, -3.2741, 2.9850], [-1.9549, -3.7390, 1.0438], [-0.6281, -4.6062, 1.8561], [-0.3334, -3.7107, 0.3441]],
  "lowdin_spin": [0.011, 0.001, 0.009, 0.031, 0.015, 0.024, 0.223, 0.082, 0.157, 0.022, 0.097, 0.116, 0.022, 0.161, 0.000, 0.000, 0.000, 0.005, -0.002, 0.006, 0.009, -0.001, 0.000, 0.000, 0.000, 0.000, 0.000, 0.000, 0.000, 0.001, 0.000, 0.000, 0.000, 0.000, 0.000, 0.000, 0.000, 0.000, 0.000, 0.000, 0.000, 0.003, 0.000, 0.000, 0.000, 0.000, 0.003, 0.000, 0.000, 0.000, 0.000, 0.000, 0.000, 0.000, 0.000, 0.000, 0.000, 0.000, 0.000, 0.000, 0.000, 0.000, 0.000, 0.000, 0.002]
}

---

[2]
{
  "formula": "C2H12N2O2",
  "method": "ωB97M-V/def2-TZVPD",
  "e_homo_ev": [1.4, -5.5],
  "s_squared": 0.750,
  "multiplicity": 2,
  "homo_lumo_gap_ev": [1.63, 8.59],
  "total_charge": -1,
  "e_above_lowest_kcal_mol": 65.55,
  "symbols": ["C", "N", "C", "N", "H", "H", "H", "H", "H", "H", "H", "H", "H", "H", "O", "H", "H", "O"],
  "coordinates": [[-0.2731, 0.8064, -1.3129], [-0.5023, 0.8109, 0.2070], [0.2268, -0.2044, 0.8983], [1.5082, 0.2745, 1.5455], [0.4861, 0.1497, -1.7260], [-1.2889, 0.7597, -1.7582], [0.0818, 1.7714, -1.5289], [-0.5106, 1.7263, 0.6409], [0.4667, -1.1553, 0.3805], [-0.4408, -0.3093, 1.8893], [1.6312, -0.4406, 2.1912], [2.2707, 0.1997, 0.6026], [0.6566, -4.2253, -5.1686], [-0.0668, -3.3421, -6.1108], [0.4515, -3.3062, -5.3414], [-0.9381, 1.6982, 5.1161], [-1.9661, 2.8300, 4.6977], [-1.7930, 1.9564, 4.7779]],
  "lowdin_spin": [0.102, 0.007, 0.089, 0.042, 0.036, 0.012, 0.011, 0.005, 0.034, 0.011, 0.019, 0.034, 0.093, 0.081, 0.346, 0.018, 0.012, 0.050]
}

---

[3]
{
  "formula": "CH3ClN2",
  "method": "ωB97M-V/def2-TZVPD",
  "e_homo_ev": -9.0,
  "multiplicity": 1,
  "homo_lumo_gap_ev": 10.04,
  "e_above_lowest_kcal_mol": 77.94,
  "symbols": ["H", "N", "N", "C", "Cl", "H", "H"],
  "coordinates": [[2.0529, -1.2316, -0.1690], [1.3854, -0.3955, -0.2969], [0.3367, -0.8799, 0.0517], [-0.7140, 0.5770, 0.1145], [-2.2988, -0.0440, -0.1835], [-0.4041, 0.6653, 1.1216], [-0.3581, 1.3087, -0.6383]],
  "lowdin_charge": [0.082, -0.036, -0.077, -0.593, 0.540, 0.025, 0.059]
}

---

[4]
{
  "formula": "C27H50OP2Ti",
  "method": "ωB97M-V/def2-TZVPD",
  "e_homo_ev": [-11.2, -11.2],
  "multiplicity": 1,
  "homo_lumo_gap_ev": [2.89, 2.76],
  "total_charge": 2,
  "symbols": ["Ti", "C", "C", "C", "C", "C", "C", "H", "H", "H", "C", "H", "H", "H", "C", "H", "H", "H", "C", "H", "H", "H", "C", "H", "H", "H", "C", "C", "C", "C", "C", "C", "C", "C", "H", "H", "H", "H", "H", "H", "H", "H", "H", "H", "H", "H", "P", "P", "C", "C", "H", "H", "H", "H", "C", "H", "H", "H", "C", "H", "H", "H", "C", "H", "H", "H", "C", "H", "H", "H", "C", "C", "C", "O", "H", "H", "H", "H", "H", "H", "H"],
  "coordinates": [[0.7143, 0.3934, 0.3289], [0.9794, -1.8565, 0.5060], [-0.4364, -2.0279, 0.3166], [0.4197, -1.1500, -1.6488], [1.5237, -1.3807, -0.7687], [-0.7522, -1.6635, -1.0186], [1.7747, -2.3882, 1.6478], [1.1678, -2.4558, 2.5657], [2.6569, -1.7653, 1.8690], [2.1499, -3.4051, 1.4255], [2.9290, -1.4145, -1.2264], [3.5947, -1.7424, -0.4242], [3.2420, -0.4234, -1.5861], [3.0533, -2.1169, -2.0651], [0.5622, -0.8051, -3.0901], [0.7780, -1.6884, -3.7147], [1.3953, -0.1030, -3.2170], [-0.3560, -0.3386, -3.4701], [-2.0202, -1.9484, -1.7341], [-1.9627, -2.9088, -2.2681], [-2.2318, -1.1818, -2.4904], [-2.8761, -2.0106, -1.0543], [-1.3438, -2.7453, 1.2465], [-1.5448, -3.7708, 0.8910], [-2.3116, -2.2278, 1.3159], [-0.9084, -2.8244, 2.2486], [0.2372, 1.9991, 2.0379], [-0.0768, 0.7302, 2.5308], [-1.4474, 0.2616, 2.9482], [-2.6495, 0.7369, 2.0837], [-2.4386, 0.7066, 0.5990], [-1.7490, 1.5686, -0.1858], [-1.2317, 2.9393, 0.1860], [-0.7528, 3.0666, 1.6394], [-1.6136, 0.5571, 3.9957], [-3.0384, 1.6962, 2.4683], [-1.4753, -0.8383, 2.9920], [-1.5945, 3.1320, 2.3410], [1.2600, 2.3758, 2.1676], [0.7108, 0.1541, 3.0338], [-0.2278, 4.0282, 1.7517], [-0.3870, 3.2188, -0.4760], [-1.7448, 1.3672, -1.2600], [-1.9981, 3.7164, -0.0197], [-3.4588, 0.0052, 2.2657], [-2.9554, -0.1138, 0.0841], [-3.4556, 6.0954, 0.3150], [-5.1750, 6.4299, -2.1132], [-4.6093, 7.5765, 0.3613], [-5.0502, 7.9517, -1.0442], [-4.0695, 8.4109, 0.8270], [-5.4638, 7.3167, 1.0048], [-6.0350, 8.4314, -1.0207], [-4.3414, 8.6395, -1.5268], [-5.5718, 7.3730, -3.6483], [-5.8794, 6.6598, -4.4245], [-4.6774, 7.9232, -3.9707], [-6.3899, 8.0734, -3.4253], [-6.9268, 6.0682, -1.6654], [-7.4912, 7.0079, -1.6953], [-6.9916, 5.6240, -0.6669], [-7.3377, 5.3718, -2.4043], [-1.9490, 7.0560, 0.7618], [-1.1157, 6.3801, 0.9879], [-2.1711, 7.6900, 1.6298], [-1.6760, 7.6920, -0.0914], [-3.9823, 5.4159, 1.9402], [-5.0104, 5.0424, 1.8354], [-3.9601, 6.2118, 2.6962], [-3.3296, 4.5859, 2.2400], [3.5369, 0.9455, 2.8035], [3.6599, 1.1312, 1.3095], [4.7399, 0.2812, 0.6916], [2.3878, 0.8499, 0.6671], [3.2608, -0.0898, 3.0382], [2.7723, 1.6050, 3.2262], [4.4961, 1.1741, 3.2814], [3.8986, 2.1827, 1.1103], [4.6466, -0.7673, 1.0040], [4.7447, 0.3366, -0.4008], [5.7187, 0.6255, 1.0342]],
  "lowdin_charge": [1.209, -0.271, -0.196, -0.228, -0.298, -0.185, 0.002, 0.094, 0.069, 0.125, -0.013, 0.080, 0.091, 0.122, 0.005, 0.124, 0.098, 0.092, 0.006, 0.125, 0.098, 0.088, -0.003, 0.125, 0.088, 0.084, -0.102, -0.140, -0.139, -0.144, -0.054, -0.129, -0.169, -0.157, 0.149, 0.123, 0.095, 0.108, 0.110, 0.125, 0.129, 0.128, 0.119, 0.088, 0.129, 0.109, 0.778, 0.766, -0.426, -0.458, 0.075, 0.079, 0.076, 0.081, -0.325, 0.036, 0.036, 0.042, -0.313, 0.039, 0.027, 0.037, -0.306, 0.010, 0.042, 0.047, -0.310, 0.040, 0.049, -0.003, -0.024, -0.418, -0.040, -0.250, 0.081, 0.076, 0.114, 0.157, 0.084, 0.084, 0.109]
}

---

[5]
{
  "formula": "C5H16N2O",
  "method": "ωB97M-V/def2-TZVPD",
  "e_homo_ev": -7.3,
  "multiplicity": 1,
  "homo_lumo_gap_ev": 5.45,
  "e_above_lowest_kcal_mol": 174.55,
  "symbols": ["C", "N", "C", "C", "C", "C", "N", "H", "H", "H", "H", "H", "H", "H", "H", "H", "H", "H", "H", "H", "H", "H", "H", "O"],
  "coordinates": [[0.7603, -0.8005, -0.0591], [1.8831, 0.0718, -0.2980], [2.7029, 0.3101, 0.8697], [-0.1627, -0.8377, -1.2798], [-0.6313, 0.6458, -1.5612], [-1.3770, 1.3568, -0.3918], [-2.2022, 0.6373, 0.5401], [0.8474, -1.8210, 0.3513], [0.1496, -0.1982, 0.7410], [2.4870, -0.3962, -0.9683], [2.2814, 1.0576, 1.5397], [3.0275, -0.6306, 1.3563], [3.5915, 0.8820, 0.5717], [0.1194, -1.4211, -2.1482], [-1.0901, -1.3028, -0.9120], [0.0989, 1.2340, -2.1141], [-1.5285, 0.5722, -2.2182], [-2.0112, 2.1455, -0.7859], [-0.5904, 1.9020, 0.2221], [-0.0946, 0.0969, 1.5740], [-2.9924, 0.2883, -0.0027], [-1.7661, -0.4277, 1.1912], [-2.0927, -2.0012, 1.9981], [-1.4099, -1.3634, 1.7840]],
  "lowdin_charge": [-0.217, -0.097, -0.128, -0.149, -0.192, -0.387, -0.087, 0.143, 0.039, 0.130, 0.080, 0.094, 0.085, 0.112, 0.103, 0.093, 0.102, 0.090, 0.102, 0.341, 0.036, -0.056, 0.002, -0.241]
}

---

[6]
{
  "formula": "C10H14O4SW",
  "method": "ωB97M-V/def2-TZVPD",
  "e_homo_ev": -27.3,
  "multiplicity": 1,
  "homo_lumo_gap_ev": 6.97,
  "total_charge": 4,
  "e_above_lowest_kcal_mol": 176.13,
  "symbols": ["W", "C", "C", "C", "C", "C", "C", "C", "C", "C", "C", "H", "H", "H", "H", "H", "H", "H", "H", "H", "H", "H", "H", "H", "H", "O", "S", "O", "O", "O"],
  "coordinates": [[-0.4629, 0.3259, -0.4794], [1.5423, 2.1308, -0.9054], [1.8759, 0.6640, -1.1662], [0.9096, 0.1424, -2.3901], [1.5712, -0.1795, 0.0896], [1.1122, -1.5247, -0.0940], [0.0630, -2.0331, 0.6894], [-0.4750, -1.3124, 1.8206], [-1.5164, -1.8642, 2.6570], [0.1033, -0.0072, 2.0614], [1.1647, 0.4939, 1.2797], [1.5042, 2.7241, -1.8235], [2.1634, 2.6185, -0.1484], [0.4720, 2.3035, -0.4655], [2.9082, 0.5304, -1.5242], [0.3927, 0.9178, -2.9656], [0.2708, -0.7865, -2.2129], [1.5816, -0.3586, -3.1120], [1.4633, -2.1199, -0.9387], [-0.3620, -3.0062, 0.4360], [-0.9339, -2.4422, 3.4313], [-2.1394, -2.6239, 2.1757], [-2.0849, -1.1316, 3.2352], [-0.2840, 0.6034, 2.8790], [1.5327, 1.4906, 1.5157], [-4.0771, 1.1919, -1.0183], [-2.7180, 1.0269, -0.8669], [-1.6096, 1.3748, -1.8502], [-1.9049, 1.4277, 0.4084], [-2.0629, -0.5766, -0.7175]],
  "lowdin_charge": [1.912, 0.031, -0.239, -0.014, -0.242, 0.043, 0.103, -0.159, 0.084, 0.101, 0.022, 0.161, 0.154, 0.121, 0.219, 0.130, 0.128, 0.190, 0.191, 0.194, 0.213, 0.151, 0.148, 0.193, 0.178, 0.060, 0.782, -0.270, -0.294, -0.289]
}